{
  "formula": "C19H24N2O5S2",
  "method": "ωB97M-V with the def2-TZVPD basis set",
  "species": ["C", "C", "H", "H", "O", "C", "O", "C", "C", "C", "N", "S", "O", "O", "C", "C", "C", "C", "C", "C", "H", "H", "S", "C", "C", "H", "H", "H", "C", "N", "C", "O", "C", "H", "H", "H", "H", "H", "C", "C", "H", "H", "H", "H", "H", "H", "H", "H", "H", "H", "H", "H"],
  "positions_angstrom": [[-6.680, -2.018, -0.685], [-5.927, -1.299, 0.418], [-6.062, -1.795, 1.385], [-6.261, -0.261, 0.520], [-4.534, -1.304, 0.089], [-3.716, -0.710, 0.956], [-4.091, -0.196, 1.977], [-2.263, -0.812, 0.510], [-1.369, 0.098, 1.359], [-1.667, 1.568, 1.050], [-1.585, 1.862, -0.358], [-0.170, 2.477, -0.956], [0.280, 3.478, -0.035], [-0.419, 2.839, -2.320], [1.055, 1.161, -0.969], [1.929, 0.971, 0.079], [2.879, -0.052, -0.009], [2.993, -0.866, -1.126], [2.097, -0.658, -2.173], [1.144, 0.341, -2.089], [0.474, 0.533, -2.912], [2.168, -1.276, -3.054], [4.263, -2.081, -1.199], [5.428, -1.345, 0.024], [6.105, -0.116, -0.560], [6.827, 0.281, 0.151], [6.626, -0.376, -1.478], [5.378, 0.661, -0.785], [4.696, -1.053, 1.332], [3.662, -0.073, 1.126], [3.317, 0.932, 1.998], [3.866, 1.137, 3.051], [2.142, 1.677, 1.377], [2.365, 2.735, 1.236], [1.281, 1.632, 2.045], [4.258, -1.980, 1.725], [5.385, -0.651, 2.081], [6.159, -2.138, 0.193], [-2.381, 1.014, -1.209], [-2.099, -0.472, -0.976], [-2.784, -1.072, -1.575], [-1.076, -0.706, -1.278], [-2.160, 1.306, -2.236], [-3.437, 1.225, -1.004], [-0.965, 2.237, 1.549], [-2.678, 1.807, 1.396], [-0.325, -0.133, 1.137], [-1.557, -0.086, 2.417], [-1.976, -1.859, 0.668], [-7.741, -2.028, -0.454], [-6.327, -3.042, -0.774], [-6.528, -1.514, -1.635]],
  "smiles": "CCOC(=O)C1CCN(S(=O)(=O)c2ccc3c4c2CC(=O)N4C[C@H](C)S3)CC1",
  "total_charge": 0,
  "e_above_lowest_kcal_mol": 0.0,
  "orbital_gap_ev": 8.73,
  "lumo_energy_ev": 0.3,
  "fmax_ha_per_bohr": 0.02309
}

{
  "formula": "C19H24N4O5",
  "method": "ωB97M-V with the def2-TZVPD basis set",
  "species": ["C", "C", "H", "H", "O", "C", "O", "N", "C", "H", "C", "N", "C", "C", "C", "O", "N", "C", "O", "N", "H", "C", "C", "C", "C", "C", "C", "H", "H", "O", "C", "C", "H", "H", "H", "H", "H", "H", "H", "H", "C", "H", "C", "H", "H", "H", "H", "H", "H", "H", "H", "H"],
  "positions_angstrom": [[3.444, -0.313, 0.933], [2.365, -1.169, 1.567], [1.431, -0.609, 1.685], [2.668, -1.537, 2.554], [2.122, -2.297, 0.719], [1.135, -3.117, 1.122], [0.465, -2.937, 2.109], [1.003, -4.212, 0.314], [1.584, -4.286, -1.008], [2.039, -5.274, -1.137], [0.449, -4.075, -2.048], [-0.708, -3.479, -1.413], [-0.745, -2.133, -1.137], [-1.821, -1.501, -0.593], [-1.823, -0.093, -0.321], [-2.752, 0.523, 0.155], [-0.626, 0.582, -0.661], [0.452, -0.006, -1.252], [1.480, 0.565, -1.546], [0.329, -1.362, -1.500], [1.180, -1.780, -1.847], [-0.536, 1.976, -0.357], [-0.666, 2.401, 0.953], [-0.601, 3.748, 1.262], [-0.392, 4.685, 0.255], [-0.249, 4.243, -1.062], [-0.326, 2.903, -1.369], [-0.220, 2.571, -2.390], [-0.083, 4.979, -1.833], [-0.288, 6.029, 0.432], [-0.546, 6.596, 1.701], [-2.035, 6.643, 2.032], [-2.456, 5.641, 2.070], [-2.182, 7.126, 2.995], [-2.563, 7.208, 1.269], [-0.149, 7.613, 1.627], [0.012, 6.066, 2.483], [-0.710, 4.045, 2.293], [-0.834, 1.679, 1.738], [-2.728, -2.020, -0.342], [-1.309, -4.408, -0.472], [-2.047, -3.884, 0.128], [-0.203, -4.999, 0.447], [0.035, -6.028, 0.169], [-0.512, -4.968, 1.491], [-1.809, -5.202, -1.033], [0.775, -3.472, -2.897], [0.119, -5.040, -2.443], [2.368, -3.534, -1.087], [3.677, 0.515, 1.595], [3.102, 0.085, -0.019], [4.342, -0.903, 0.771]],
  "smiles": "CCOC(=O)N1CCN(c2cc(=O)n(-c3ccc(OCC)cc3)c(=O)[nH]2)CC1",
  "total_charge": 0,
  "e_above_lowest_kcal_mol": 41.5,
  "orbital_gap_ev": 8.70,
  "lumo_energy_ev": 0.5,
  "fmax_ha_per_bohr": 0.01498
}

{
  "formula": "C19H24N4PbSTe",
  "method": "ωB97M-V with the def2-TZVPD basis set",
  "species": ["Pb", "C", "C", "N", "C", "S", "N", "N", "C", "C", "C", "C", "C", "C", "C", "N", "H", "H", "H", "H", "H", "H", "H", "H", "H", "H", "H", "H", "H", "C", "C", "C", "C", "C", "C", "Te", "C", "C", "C", "H", "H", "H", "H", "H", "H", "H", "H", "H", "H", "H"],
  "positions_angstrom": [[-0.388, 1.900, 2.538], [-2.596, 3.261, -3.955], [-1.675, 3.250, -2.718], [-1.976, 2.146, -1.837], [-1.537, 1.864, -0.652], [-0.604, 3.065, 0.134], [-1.849, 0.611, -0.309], [-1.567, 0.262, 0.951], [-1.887, -0.929, 1.272], [-2.456, -1.881, 0.255], [-1.769, -1.329, 2.697], [-2.095, -2.605, 3.095], [-1.949, -2.965, 4.432], [-1.354, -2.044, 5.268], [-1.063, -0.764, 4.753], [-1.347, -0.392, 3.542], [-2.509, 4.213, -4.462], [-2.394, 2.440, -4.629], [-3.625, 3.065, -3.613], [-0.633, 3.138, -3.054], [-1.848, 4.217, -2.262], [-2.406, 1.367, -2.341], [-1.809, -1.790, -0.607], [-2.522, -2.937, 0.600], [-3.434, -1.637, -0.005], [-2.599, -3.275, 2.479], [-2.154, -3.964, 4.804], [-1.187, -2.212, 6.342], [-0.620, 0.014, 5.364], [2.751, -1.204, -3.589], [2.601, -0.707, -2.208], [3.031, 0.547, -1.825], [3.015, 1.023, -0.511], [3.557, 2.397, -0.280], [2.447, 0.213, 0.449], [2.282, 0.853, 2.475], [2.054, -1.103, 0.087], [1.434, -2.058, 1.116], [2.134, -1.574, -1.233], [2.240, -0.656, -4.395], [2.367, -2.197, -3.737], [3.825, -1.328, -3.858], [3.334, 1.205, -2.612], [4.075, 2.663, -1.176], [4.218, 2.354, 0.541], [2.846, 3.179, 0.016], [0.589, -1.631, 1.612], [2.272, -2.433, 1.780], [1.059, -3.019, 0.663], [1.719, -2.612, -1.397]],
  "total_charge": 0,
  "e_above_lowest_kcal_mol": 15.0,
  "orbital_gap_ev": 6.99,
  "lumo_energy_ev": -0.2,
  "fmax_ha_per_bohr": 0.07656
}

{
  "formula": "C19H24N9OPrS",
  "method": "ωB97M-V with the def2-TZVPD basis set",
  "species": ["Pr", "C", "N", "C", "C", "N", "N", "C", "N", "N", "H", "H", "H", "H", "H", "H", "H", "H", "H", "H", "H", "O", "N", "C", "C", "C", "C", "C", "S", "H", "H", "H", "H", "N", "C", "C", "C", "C", "C", "N", "C", "C", "C", "C", "C", "N", "H", "H", "H", "H", "H", "H", "H", "H", "H"],
  "positions_angstrom": [[11.219, 10.346, 7.027], [16.291, 9.613, 5.983], [15.774, 10.846, 5.407], [16.645, 12.024, 5.419], [14.379, 11.042, 5.396], [13.483, 10.263, 5.898], [14.033, 12.296, 4.865], [12.864, 13.055, 5.119], [12.844, 14.162, 4.383], [11.950, 12.716, 5.976], [17.357, 9.503, 5.775], [15.847, 8.727, 5.535], [16.113, 9.533, 7.072], [16.151, 12.997, 5.703], [17.174, 12.153, 4.453], [17.398, 11.878, 6.188], [13.872, 9.399, 6.263], [14.664, 12.679, 4.184], [13.520, 14.464, 3.693], [11.964, 14.708, 4.455], [11.282, 13.471, 6.062], [9.576, 8.725, 7.529], [9.517, 7.407, 7.541], [8.353, 6.887, 7.988], [8.181, 5.541, 8.013], [9.180, 4.732, 7.535], [10.399, 5.296, 7.163], [10.580, 6.702, 7.107], [11.944, 7.599, 6.576], [7.619, 7.640, 8.298], [7.271, 5.112, 8.372], [9.077, 3.681, 7.544], [11.173, 4.693, 6.719], [8.719, 12.602, 9.036], [9.571, 11.568, 9.523], [9.114, 10.547, 10.285], [10.058, 9.557, 10.602], [11.377, 9.652, 10.233], [11.773, 10.785, 9.475], [10.864, 11.757, 9.100], [8.383, 12.657, 7.666], [7.314, 13.456, 7.276], [6.956, 13.480, 5.919], [7.610, 12.652, 5.017], [8.653, 11.857, 5.519], [9.062, 11.867, 6.794], [8.098, 13.078, 9.633], [8.085, 10.515, 10.560], [9.782, 8.624, 11.061], [12.091, 8.899, 10.430], [12.829, 11.062, 9.423], [6.764, 14.046, 8.005], [6.105, 14.101, 5.603], [7.333, 12.601, 3.977], [9.163, 11.176, 4.861]],
  "total_charge": 1,
  "multiplicity": 4,
  "orbital_gap_ev": [5.41, 8.12],
  "lumo_energy_ev": [-2.2, -2.2],
  "fmax_ha_per_bohr": 0.05403,
  "s2": 3.7604
}